Entry 1:
300
Properties=species:S:1:pos:R:3:forces:R:3 method="wB97M-V/def2-TZVPD" e_tot_ha=-4885.92554 mol_weight_g_mol=1548.5 gap_ev=7.7 lumo_ev=0.19 homo_energy_ev=-7.55
C 2.07746 -6.72532 5.58983 -1.1 -0.2 0.4
C 1.27719 -5.86780 4.61423 -0.1 0.9 -0.8
C 2.11208 -5.57328 3.37959 0.7 -1.3 -0.9
C 2.23278 -6.80045 2.46946 -2.2 -0.2 0.0
C 0.80228 -7.18686 2.05817 -0.5 -1.5 -0.1
C -0.27506 -7.46856 3.17652 1.3 1.4 -0.1
N -0.04693 -6.43163 4.20591 0.4 1.2 -1.3
O -1.07481 -6.30861 5.14043 0.3 -0.1 0.2
C -1.63424 -7.34707 2.53544 -1.4 0.3 1.0
C -0.13502 -8.84759 3.76349 0.6 -0.6 0.0
C 1.05840 -4.46881 5.22920 -0.8 -0.1 0.9
H 2.90613 -6.16507 6.02288 0.0 -0.1 0.0
H 2.40906 -7.69652 5.22252 0.1 0.2 -0.2
H 1.32160 -6.92407 6.34961 0.4 -0.2 0.7
H 1.66075 -4.75341 2.82084 0.1 0.1 0.0
H 3.13039 -5.35129 3.69875 -0.1 0.6 0.2
H 2.61847 -7.67979 2.98532 0.6 0.2 0.0
H 2.73015 -6.63763 1.51331 0.6 0.1 0.3
H 0.83148 -8.13734 1.52541 0.2 -0.3 -0.2
H 0.42373 -6.53727 1.26897 -0.2 0.6 0.4
H -1.96046 -8.18331 1.91707 0.8 0.1 -0.6
H -2.37581 -7.45458 3.32703 -0.1 0.4 0.3
H -1.81310 -6.37377 2.07851 0.1 -0.1 -0.2
H -0.49840 -9.56952 3.03214 0.4 -0.3 0.0
H 0.91734 -8.97767 4.01591 0.1 -0.5 -0.2
H -0.68126 -9.05817 4.68294 -0.3 0.5 0.0
H 1.94486 -3.83984 5.31105 0.4 -0.4 -0.3
H 0.68300 -4.55813 6.24861 -0.1 0.0 0.1
H 0.30669 -3.87891 4.70475 0.0 -0.3 -0.3
H -0.83032 -6.91645 5.84211 -0.3 -0.3 0.5
C -2.49167 6.80136 1.47378 1.3 0.2 -0.2
C -3.28341 6.71835 0.18280 -0.5 -1.3 -0.8
C -3.17940 7.97955 -0.74232 -0.6 -1.1 0.4
C -1.89988 8.00937 -1.50908 0.7 -0.5 1.1
C -1.77709 6.77407 -2.38736 0.1 1.7 -0.2
C -1.88832 5.43004 -1.66147 0.9 0.5 0.6
N -2.97399 5.47853 -0.66025 -0.4 2.9 -0.8
O -3.19204 4.29120 0.00468 0.4 -0.6 0.6
C -2.32933 4.44550 -2.73225 0.3 -1.3 0.2
C -0.47338 5.12356 -0.96828 -0.9 0.0 0.4
C -4.72237 6.60003 0.64628 -0.7 -0.4 -0.2
H -2.71577 6.02009 2.20007 -0.2 -0.2 -0.3
H -2.65518 7.75721 1.97150 0.0 0.1 0.0
H -1.43194 6.70854 1.23618 0.1 0.2 0.3
H -3.98377 7.88550 -1.47187 -0.4 0.1 0.1
H -3.34401 8.87033 -0.13609 0.0 0.0 0.0
H -1.11730 7.90377 -0.75774 0.5 0.5 0.0
H -1.76335 8.95884 -2.02673 0.1 -0.2 -0.2
H -0.81389 6.90887 -2.87946 0.2 -0.7 -0.1
H -2.49263 6.91746 -3.19702 -0.4 -0.6 0.0
H -2.31346 3.44172 -2.30765 0.1 -0.2 -0.2
H -3.35905 4.58520 -3.06128 0.0 0.5 0.2
H -1.72000 4.46377 -3.63585 0.4 0.1 0.1
H 0.42764 5.17702 -1.57936 -0.3 -0.1 -0.5
H -0.28487 5.79824 -0.13319 -0.3 0.6 -0.4
H -0.45245 4.19682 -0.39486 -0.3 -0.5 -0.5
H -4.90367 5.71665 1.25854 0.4 0.1 0.5
H -5.45776 6.42985 -0.14007 0.1 0.6 -0.5
H -4.94384 7.50784 1.20745 -0.4 -0.1 0.1
H -3.92550 3.91385 -0.48648 -0.2 -0.5 0.0
C 6.32845 2.54110 -4.18390 -0.7 -1.1 -0.3
C 6.10402 3.91101 -3.53945 -0.6 -0.5 -0.6
C 4.76156 3.88032 -2.74792 0.9 -1.0 1.3
C 4.87558 3.03208 -1.43326 -0.7 0.8 -1.2
C 5.87303 3.64705 -0.50545 0.8 -0.9 -1.2
C 7.28010 3.77489 -1.19164 -0.3 -0.2 0.8
N 7.17787 4.28446 -2.57945 -1.0 0.9 -0.2
O 8.43563 4.43006 -3.20010 -0.3 0.2 0.3
C 8.00215 4.84817 -0.36480 -0.3 0.2 -0.3
C 8.02956 2.41336 -1.05831 -0.2 1.0 -0.7
C 6.02954 4.89821 -4.77692 0.9 0.6 1.8
H 5.74358 2.44012 -5.09814 0.2 0.5 -0.4
H 5.88931 1.68760 -3.66736 0.5 0.0 0.8
H 7.36475 2.31475 -4.43479 0.0 0.1 0.0
H 4.47722 4.84981 -2.33884 -0.1 0.4 -0.8
H 3.96505 3.39580 -3.31265 0.0 0.5 -0.5
H 5.07035 1.98522 -1.66619 0.0 -0.1 0.2
H 3.91751 3.15058 -0.92715 -0.3 -0.6 -0.1
H 5.96923 2.92940 0.30931 0.2 0.5 0.5
H 5.45699 4.59598 -0.16702 0.4 0.1 0.1
H 7.28561 5.66675 -0.29703 0.4 0.4 -0.3
H 8.15621 4.56790 0.67722 0.3 -0.4 -0.1
H 8.93168 5.15412 -0.84487 0.0 0.1 0.2
H 7.59747 1.62915 -1.67994 -0.4 -0.1 0.3
H 9.04103 2.54243 -1.44352 0.3 0.0 0.3
H 8.03841 2.18498 0.00746 0.2 -0.4 -0.2
H 5.33690 4.67133 -5.58740 -0.2 -0.4 0.5
H 7.02675 4.98459 -5.20846 0.0 -0.1 -0.1
H 5.80792 5.87672 -4.35090 -0.2 0.2 -0.2
H 8.75669 3.54979 -3.40904 0.2 -0.5 -0.1
C -2.07296 0.68788 3.84606 -0.2 -1.6 0.3
C -3.22899 1.46436 4.44479 -0.5 1.9 0.7
C -3.57626 2.61032 3.44074 0.6 0.5 0.1
C -4.69113 3.48309 3.86458 -2.0 -0.3 0.7
C -5.98344 2.66072 4.14271 1.3 1.5 1.2
C -5.75219 1.36539 4.98462 0.1 -1.0 -1.1
N -4.46369 0.68064 4.64443 -0.1 0.8 -2.4
O -4.22670 -0.58045 5.23899 -0.2 0.8 0.3
C -5.81131 1.66247 6.46272 -1.1 -0.1 1.2
C -6.96112 0.48704 4.50562 1.0 -0.1 0.0
C -2.78885 2.07497 5.81199 0.4 0.3 -0.1
H -1.63871 0.08309 4.64215 0.2 -0.2 0.0
H -1.24577 1.22410 3.38095 -0.4 0.6 0.2
H -2.43988 -0.02122 3.10401 -0.1 0.0 -0.2
H -2.79955 3.37064 3.35878 1.1 -0.7 -0.1
H -3.77774 2.25931 2.42866 0.1 -0.5 0.0
H -4.89947 4.29376 3.16637 0.0 -0.2 -0.4
H -4.44317 4.03013 4.77417 0.2 -0.1 0.2
H -6.61439 2.59031 3.25668 0.2 -0.6 0.0
H -6.49554 3.31589 4.84741 -0.7 -0.1 -0.1
H -5.28613 2.55176 6.81121 0.1 0.0 -0.3
H -6.85289 1.76968 6.76557 -0.3 0.4 -0.1
H -5.51412 0.84039 7.11384 0.5 -0.3 -0.4
H -7.88060 1.06942 4.56464 -0.1 -0.2 0.5
H -6.82419 0.28965 3.44242 0.2 0.0 -0.1
H -7.01676 -0.48671 4.99224 -0.2 0.2 0.3
H -1.74205 2.37875 5.80568 0.2 0.1 -0.2
H -2.88430 1.39699 6.66013 -0.1 -0.4 -0.3
H -3.37383 2.95406 6.08233 0.1 0.0 -0.1
H -4.14210 -1.09343 4.43196 -0.1 -0.9 0.0
C -7.63788 1.87081 -2.27079 -0.8 -0.8 -0.2
C -6.78972 1.98234 -1.01632 0.2 0.3 0.5
C -7.44117 1.21453 0.13122 -0.5 -2.1 0.8
C -7.21755 -0.36409 0.08806 -0.4 1.3 -0.6
C -5.75627 -0.71630 -0.11785 0.1 0.5 -0.3
C -5.04283 0.10739 -1.23219 0.0 0.0 -0.1
N -5.39174 1.56737 -1.13650 0.0 -1.6 2.2
O -4.75951 2.30158 -2.12053 0.0 0.0 -0.6
C -3.55156 -0.01873 -0.98870 1.0 0.3 -0.2
C -5.34035 -0.49635 -2.66088 -1.4 0.1 1.6
C -6.76581 3.45735 -0.62059 -0.1 -0.2 0.0
H -8.65446 2.13595 -1.98032 0.0 0.5 -0.2
H -7.77449 0.84792 -2.62171 0.4 -0.1 -0.1
H -7.31493 2.49070 -3.10718 0.0 0.1 0.1
H -7.24271 1.59153 1.13450 1.0 0.2 -0.1
H -8.52489 1.32768 0.16030 -0.2 0.3 -0.7
H -7.84854 -0.73116 -0.72138 0.1 -0.1 -0.3
H -7.64873 -0.82924 0.97453 0.2 0.1 0.2
H -5.56443 -1.75762 -0.37663 -0.4 -0.1 0.0
H -5.26003 -0.60000 0.84564 0.3 0.4 0.0
H -3.11960 0.59018 -0.19451 -0.5 0.5 0.1
H -3.22393 -1.01555 -0.69357 -0.4 -0.5 -0.4
H -3.03019 0.25640 -1.90553 0.2 0.0 0.0
H -4.89663 -1.48404 -2.78613 0.7 0.4 -0.2
H -6.40121 -0.74592 -2.64127 -0.3 0.1 -0.3
H -5.17855 0.21834 -3.46781 0.5 -0.5 -0.1
H -7.79284 3.70705 -0.35423 0.1 0.4 0.1
H -6.42284 4.09299 -1.43694 -0.1 0.0 0.0
H -6.08940 3.56022 0.22793 -0.1 0.2 0.1
H -5.31730 2.04698 -2.85921 0.4 0.5 -1.2
C 1.09077 -1.48045 2.46941 0.3 0.5 -0.3
C 1.26300 -1.65923 0.90325 1.1 1.5 0.0
C -0.03490 -2.17341 0.31928 -0.6 0.5 1.1
C -0.14776 -2.13054 -1.16637 1.4 0.5 -0.4
C 0.01859 -0.69223 -1.67294 -0.9 0.5 1.5
C 1.25013 0.05392 -1.10314 1.5 -0.6 -1.4
N 1.53615 -0.33027 0.29691 -2.5 1.1 0.0
O 2.62991 0.35363 0.83365 -0.2 -0.5 -0.1
C 2.45113 -0.35535 -2.07496 0.0 0.7 1.3
C 1.03695 1.57817 -1.25996 0.6 0.3 0.5
C 2.43750 -2.56869 0.54991 -0.2 -1.6 0.6
H 1.10000 -2.41785 3.02554 0.0 -0.1 -0.3
H 0.21182 -0.91769 2.78382 -0.8 -0.4 -0.7
H 1.79961 -0.80986 2.95515 0.9 -0.3 -0.5
H -0.25925 -3.15681 0.73244 0.2 -0.2 -0.1
H -0.81726 -1.53141 0.72406 -0.2 0.2 0.1
H -1.10615 -2.59411 -1.40027 0.2 0.0 -0.7
H 0.73383 -2.63822 -1.55773 -0.4 -0.9 -0.4
H -0.83490 -0.14874 -1.26762 -0.3 0.2 -0.2
H 0.00886 -0.58371 -2.75748 0.0 -0.1 0.1
H 2.43456 0.21024 -3.00658 -0.5 -0.5 -0.4
H 3.41796 -0.05106 -1.67401 0.1 0.0 0.5
H 2.46963 -1.44284 -2.14644 0.0 0.0 -0.6
H 0.95293 1.90951 -2.29498 -0.7 -0.5 -0.2
H 0.23315 1.98657 -0.64741 -0.4 -0.3 -0.2
H 1.89857 2.18353 -0.97845 0.4 -0.4 0.5
H 2.26879 -3.46072 1.15317 0.6 -0.2 0.5
H 3.44274 -2.17405 0.69770 -0.1 0.2 0.4
H 2.47221 -3.04240 -0.43116 -0.5 0.8 -0.4
H 3.37746 -0.17167 0.53900 1.0 0.1 -0.1
C 1.07462 2.98270 3.73235 -1.1 0.4 -0.9
C 1.22877 3.52239 2.27711 1.4 -0.7 0.1
C 1.14340 5.03290 2.04836 0.6 -0.4 0.7
O 2.51805 3.05858 1.81746 0.1 0.6 -0.1
H 0.93050 1.90343 3.78256 -0.1 -0.1 -0.5
H 0.14988 3.43094 4.09571 0.0 0.0 0.6
H 1.91282 3.14205 4.41067 0.1 0.7 -0.3
H 0.54008 3.07222 1.56216 -0.7 -0.2 0.5
H 1.36714 5.23805 1.00148 -0.3 0.0 0.1
H 1.92270 5.54554 2.61226 0.0 0.0 0.2
H 0.17950 5.43304 2.36281 -0.1 0.0 -0.2
H 2.35139 2.24866 1.32975 0.3 -0.4 -0.1
C 4.18605 -0.18706 4.55656 -0.8 0.1 -0.3
C 5.64863 -0.01639 4.19229 0.4 -0.9 -0.1
C 6.45056 -1.30745 4.33747 0.2 -0.2 0.1
O 5.79286 0.32507 2.80135 0.2 0.2 0.3
H 4.00386 -0.40951 5.60795 0.3 -0.3 0.0
H 3.68925 -0.91251 3.91234 0.4 -0.7 0.2
H 3.52660 0.65363 4.34100 0.5 0.8 0.0
H 6.15175 0.66208 4.88124 -0.2 0.8 -0.3
H 6.12726 -2.02040 3.57900 -0.2 -0.3 0.3
H 6.42775 -1.69424 5.35627 -0.7 -0.3 0.0
H 7.52680 -1.19714 4.20463 0.0 0.6 -0.4
H 5.29981 1.12503 2.60497 -0.2 0.3 0.1
C 3.50146 -5.12692 -1.74061 -0.9 1.1 0.9
C 3.36777 -6.51655 -2.17814 -3.4 -1.5 0.8
C 1.91617 -6.99780 -2.63146 0.2 1.1 0.6
O 4.13391 -6.71782 -3.26257 2.1 -0.8 -2.1
H 3.01741 -5.06263 -0.76610 0.1 0.2 0.1
H 2.94200 -4.47004 -2.40665 0.3 0.3 -0.2
H 4.53943 -4.81643 -1.62097 0.0 0.0 -0.2
H 3.55525 -7.16829 -1.32481 0.8 -0.4 0.2
H 1.96784 -7.91411 -3.21952 0.3 -0.3 0.2
H 1.45935 -6.27638 -3.30893 0.0 0.3 0.0
H 1.22631 -7.16759 -1.80481 0.0 0.0 0.1
H 3.74635 -7.49026 -3.68059 0.6 -0.1 -0.5
C -1.16980 1.16087 -4.69361 1.3 -0.4 1.8
C -2.27797 1.13750 -5.65722 1.2 -0.4 -3.8
C -1.62386 1.04439 -7.14715 -0.7 1.8 1.5
O -3.04221 -0.02932 -5.57199 -1.3 0.1 1.1
H -0.85681 0.12304 -4.57935 0.3 -0.2 0.1
H -1.41052 1.50418 -3.68748 -0.4 0.0 0.1
H -0.25825 1.69654 -4.95861 -0.3 0.2 -0.4
H -2.88907 2.03805 -5.59667 -0.3 -0.2 -0.1
H -2.42386 1.03173 -7.88738 0.1 -0.4 0.0
H -0.88036 0.25798 -7.27702 -0.3 -0.3 0.3
H -1.09536 1.99062 -7.26306 0.2 0.1 -0.3
H -2.40867 -0.74085 -5.45390 0.1 -0.5 -0.2
C 1.02781 4.42400 -5.43382 0.9 -0.8 0.5
C 2.09348 3.84833 -6.41478 -1.0 0.4 -0.2
C 2.00026 2.34090 -6.57393 0.3 -0.7 0.2
O 1.90760 4.40600 -7.72748 0.5 0.4 0.3
H 1.16757 3.96002 -4.45745 0.1 -0.3 0.2
H 0.01574 4.13925 -5.72143 -0.1 0.2 -0.3
H 1.10785 5.48431 -5.19416 0.0 0.1 -0.7
H 3.10827 4.11559 -6.12004 -0.2 0.3 0.1
H 1.65731 1.79216 -5.69679 -0.3 0.2 0.1
H 2.96017 1.86724 -6.77963 0.2 0.3 -0.3
H 1.37494 2.12520 -7.44027 -0.2 -0.2 0.2
H 1.02136 4.17134 -8.01230 -0.1 0.0 0.0
C -2.88555 -3.91699 -5.04567 0.7 -0.6 0.1
C -1.62895 -3.12324 -4.55248 0.0 -0.5 1.1
C -0.37415 -3.92002 -3.99033 -1.1 0.1 -0.1
O -1.21839 -2.36075 -5.64932 0.6 0.6 -0.7
H -3.52734 -3.36757 -5.73440 0.3 0.6 0.2
H -3.57722 -4.37311 -4.33739 0.4 0.1 0.5
H -2.48959 -4.72643 -5.65895 0.0 -0.4 0.0
H -1.87496 -2.36994 -3.80408 -0.3 -0.1 0.2
H 0.02840 -4.57684 -4.76145 -0.1 -0.2 0.0
H -0.56601 -4.47954 -3.07478 -0.5 -0.4 -0.2
H 0.44291 -3.27975 -3.65778 -0.2 0.5 -0.5
H -1.07375 -2.98585 -6.36342 0.1 0.1 -0.4
C 6.39309 -1.73118 -1.96548 0.0 -0.1 1.4
C 6.38986 -1.71134 -0.39959 -0.4 0.1 -0.7
C 7.71187 -1.54495 0.30915 1.0 -1.8 -0.9
O 5.59547 -0.66015 0.03953 -1.7 1.7 -0.3
H 5.38110 -1.68915 -2.36822 -0.2 0.4 0.3
H 6.75464 -2.68617 -2.34675 0.6 0.2 0.1
H 6.97795 -0.86678 -2.27992 0.0 -0.2 -0.4
H 5.85550 -2.58795 -0.03336 0.5 -0.8 -0.1
H 7.59727 -1.88179 1.33944 0.2 0.3 0.1
H 8.25203 -0.60115 0.23456 -0.7 0.3 0.0
H 8.37186 -2.25630 -0.18733 0.4 -0.3 0.3
H 5.83598 -0.44680 0.94409 0.0 0.1 0.5
C -0.38099 -0.85047 6.99361 0.5 -0.1 -0.4
C 0.81935 -0.04852 6.49609 -0.4 -2.6 -2.8
O 1.20881 0.99133 7.23161 0.0 2.8 2.7
H -1.28554 -0.24871 7.08179 0.2 0.1 0.8
H -0.07505 -1.49945 7.81418 -0.6 0.4 0.5
H -0.68399 -1.52554 6.19325 0.3 -0.2 -0.2
H 0.56022 0.21540 5.47076 -0.1 0.5 -0.4
H 1.67883 -0.70293 6.35067 0.1 -0.7 0.1
H 1.92996 1.50654 6.86270 -0.1 -0.3 -0.3
C -1.97696 -3.42701 3.07137 0.0 -0.3 -0.3
C -3.30530 -4.00516 3.53324 0.2 0.6 -1.1
O -4.29068 -3.01525 3.27373 -0.3 0.3 1.0
H -1.25631 -4.22505 2.89281 0.5 0.1 0.7
H -1.65649 -2.59015 3.69190 0.4 -0.3 0.2
H -2.08845 -3.00956 2.07067 -0.5 0.2 -0.1
H -3.35418 -4.32215 4.57499 0.2 0.2 -0.1
H -3.51476 -4.85608 2.88505 -0.1 -0.4 0.2
H -4.54573 -3.13449 2.35594 -0.3 0.1 -0.2
C -4.09550 -4.42392 -0.80642 1.1 0.0 -0.2
C -5.10266 -4.94343 0.17233 -0.7 -0.6 -1.6
O -5.47408 -3.88739 1.02408 -0.3 -0.2 0.1
H -3.56539 -5.24842 -1.28317 0.1 -0.1 0.1
H -3.36630 -3.83197 -0.25328 0.2 0.1 -0.1
H -4.46486 -3.80801 -1.62638 -0.4 0.1 0.3
H -4.77615 -5.87661 0.63132 0.5 0.3 0.9
H -5.94018 -5.31996 -0.41494 -0.6 0.3 0.0
H -6.38371 -4.00948 1.30561 0.0 0.0 0.2
C 2.29138 -2.39793 -5.76907 -0.8 0.7 -0.3
C 3.67299 -2.13325 -6.32766 -0.9 0.4 2.1
O 4.01296 -3.18725 -7.11747 1.1 -1.6 -1.9
H 2.02230 -1.73866 -4.94380 -0.1 0.2 -0.1
H 2.09584 -3.41482 -5.42879 0.5 -0.1 -0.1
H 1.64783 -2.20774 -6.62800 -0.6 -0.1 0.3
H 4.34766 -2.04895 -5.47571 0.5 0.5 -0.1
H 3.63478 -1.22442 -6.92822 0.3 0.0 0.1
H 4.36461 -3.90130 -6.58075 0.0 0.0 0.0

=====

Entry 2:
30
Properties=species:S:1:pos:R:3:forces:R:3 method="wB97M-V/def2-TZVPD" e_tot_ha=-543.04690 mol_weight_g_mol=184.3 smiles=Cc1ccccc1.Cc1ccccc1 gap_ev=9.7 lumo_ev=0.95 homo_energy_ev=-8.80
C 4.25552 1.72981 -0.52938 0.7 -0.3 0.2
C 3.01632 1.13992 -1.12221 -1.0 0.5 0.3
C 1.85286 1.89505 -1.29412 0.1 0.0 -0.7
C 0.70333 1.30841 -1.79779 -0.6 -0.2 0.3
C 0.64074 -0.04401 -2.05434 1.2 -0.7 -1.4
C 1.84127 -0.76224 -2.06347 -0.6 -0.1 1.1
C 2.97432 -0.18800 -1.53434 1.1 0.2 0.0
H 4.69554 1.10571 0.24524 -0.2 -0.4 0.1
H 4.14632 2.69131 -0.02996 -0.3 0.2 -0.5
H 5.03639 1.74928 -1.28422 0.1 0.5 -0.2
H 1.81852 2.97367 -1.23437 0.4 0.1 0.6
H -0.17908 1.90639 -1.96507 0.0 0.2 0.0
H -0.17298 -0.57843 -2.52084 -0.6 0.4 0.3
H 1.82414 -1.81125 -2.32135 0.1 0.0 -0.2
H 3.92554 -0.71179 -1.47626 -0.2 -0.3 0.0
C -2.82868 -2.57437 2.94077 1.3 -0.2 0.3
C -2.40354 -1.48398 1.98715 -0.7 0.8 0.7
C -3.18563 -1.21470 0.86638 0.8 -0.4 -0.3
C -2.91068 -0.12494 0.06018 -0.2 0.3 -0.8
C -1.86818 0.75064 0.34173 0.5 -1.2 0.4
C -1.06073 0.42744 1.42923 0.3 0.7 0.1
C -1.33200 -0.63409 2.27129 -0.8 -0.6 -0.2
H -2.21918 -2.58189 3.85445 0.3 0.1 -0.4
H -2.62096 -3.51667 2.42500 -0.7 -0.2 0.3
H -3.81810 -2.47063 3.37531 -0.4 -0.1 -0.7
H -3.85880 -1.97712 0.49683 -0.5 0.2 0.3
H -3.48535 -0.01534 -0.86031 0.1 0.1 0.2
H -1.49700 1.49666 -0.34133 -0.5 0.3 0.0
H -0.20460 1.05706 1.62631 0.2 0.0 0.1
H -0.75875 -0.87520 3.15182 0.4 0.3 0.1